Density functional theory data (ωB97M-V/def2-TZVPD) for 17 unconnected molecules or ions with the total composition C66H173N7O24.

```
270
Properties=species:S:1:pos:R:3:lowdin_charge:R:1
C -2.801 7.076 2.788 -0.05
C -3.529 5.771 2.495 -0.53
C -3.936 5.047 3.740 -0.07
O -4.669 6.065 1.687 -0.06
H -2.550 7.633 1.869 0.07
H -1.905 6.914 3.418 0.08
H -3.495 7.778 3.302 0.09
H -2.851 5.103 1.902 0.12
H -4.617 5.664 4.372 0.10
H -3.004 4.867 4.296 0.08
H -4.450 4.091 3.620 0.06
H -5.194 5.265 1.494 0.06
C -2.941 -4.524 -2.737 -0.06
C -3.150 -5.893 -3.257 -0.48
C -1.791 -6.644 -3.391 -0.03
O -4.033 -6.557 -2.337 -0.06
H -2.317 -3.988 -3.457 0.09
H -2.500 -4.560 -1.730 0.06
H -3.887 -4.005 -2.619 0.08
H -3.687 -5.888 -4.219 0.14
H -1.875 -7.669 -3.780 0.08
H -1.395 -6.678 -2.384 0.05
H -1.094 -6.064 -4.031 0.09
H -4.324 -7.413 -2.658 0.09
C 3.674 -6.426 0.198 -0.07
C 3.739 -5.505 -0.928 -0.47
C 4.835 -4.489 -0.870 -0.06
O 3.851 -6.263 -2.215 -0.05
H 4.621 -6.914 0.358 0.08
H 2.939 -7.190 -0.112 0.09
H 3.434 -6.041 1.192 0.06
H 2.840 -4.851 -0.943 0.12
H 4.793 -3.915 -1.786 0.06
H 5.850 -4.899 -0.783 0.10
H 4.823 -3.704 -0.107 0.08
H 4.637 -5.988 -2.691 0.07
C -0.432 -2.864 6.812 -0.06
C 0.549 -1.873 6.263 -0.49
C -0.009 -0.713 5.478 -0.05
O 1.405 -1.358 7.306 -0.06
H -0.848 -3.529 6.046 0.07
H -1.338 -2.395 7.202 0.06
H 0.012 -3.467 7.622 0.09
H 1.260 -2.383 5.562 0.13
H 0.848 -0.146 5.051 0.10
H -0.576 -0.032 6.135 0.08
H -0.743 -1.063 4.752 0.05
H 0.874 -0.905 7.972 0.08
C -4.426 2.647 0.456 -0.05
C -5.656 2.112 1.123 -0.46
C -5.365 0.977 2.060 -0.04
O -6.206 3.233 1.877 -0.07
H -3.813 3.127 1.224 0.07
H -4.587 3.500 -0.222 0.09
H -3.797 1.904 -0.060 0.07
H -6.429 1.902 0.384 0.14
H -6.239 0.713 2.669 0.09
H -4.598 1.288 2.779 0.06
H -4.999 0.052 1.570 0.07
H -7.132 3.013 2.070 0.10
C 2.217 -3.194 2.241 -0.03
C 0.912 -3.973 2.346 -0.51
C 1.008 -5.090 3.341 -0.05
O -0.132 -3.101 2.732 -0.05
H 3.116 -3.786 1.984 0.07
H 2.269 -2.676 3.223 0.09
H 2.195 -2.479 1.399 0.08
H 0.673 -4.421 1.381 0.09
H 1.797 -5.855 3.144 0.08
H 0.050 -5.618 3.381 0.07
H 1.204 -4.655 4.320 0.07
H -0.468 -2.587 1.979 0.04
C -1.730 2.107 -2.430 -0.04
C -1.326 0.749 -3.013 -0.48
C -2.431 -0.217 -3.202 -0.05
O -0.616 1.047 -4.249 -0.05
H -0.805 2.684 -2.395 0.06
H -2.151 2.015 -1.437 0.05
H -2.319 2.576 -3.197 0.08
H -0.575 0.347 -2.300 0.12
H -3.205 0.199 -3.825 0.08
H -2.902 -0.499 -2.263 0.06
H -1.970 -1.107 -3.660 0.09
H -0.504 0.241 -4.749 0.04
C 6.773 0.245 -5.361 -0.08
C 6.200 -0.235 -4.095 -0.46
C 5.069 -1.253 -4.203 -0.05
O 7.349 -0.838 -3.407 -0.07
H 7.008 -0.487 -6.150 0.09
H 7.664 0.799 -5.127 0.08
H 6.075 0.866 -5.881 0.07
H 5.938 0.678 -3.505 0.15
H 4.132 -0.786 -4.553 0.08
H 4.837 -1.730 -3.265 0.04
H 5.274 -2.088 -4.854 0.08
H 7.239 -0.922 -2.458 0.08
O 3.135 2.139 2.402 -0.09
H 4.034 2.518 2.580 0.03
H 2.663 2.591 3.146 0.03
O 1.710 4.273 4.107 -0.03
H 0.819 4.135 4.400 0.03
H 2.038 5.044 4.561 0.04
C 0.489 14.056 -3.795 -0.16
O 0.395 12.721 -4.152 -0.21
C 0.326 11.826 -2.996 -0.17
C 0.122 10.407 -3.606 -0.22
N -0.149 9.435 -2.596 -0.06
C -1.555 9.300 -2.267 -0.23
C -1.797 8.231 -1.227 -0.22
O -1.698 6.995 -1.956 -0.20
C -1.746 5.872 -1.081 -0.09
H 0.399 14.595 -4.738 0.08
H 1.422 14.277 -3.240 0.09
H -0.368 14.458 -3.197 0.09
H -0.535 12.090 -2.363 0.11
H 1.259 11.938 -2.462 0.11
H 1.003 10.172 -4.195 0.12
H -0.646 10.459 -4.403 0.12
H 0.140 8.481 -2.831 0.12
H -2.149 8.881 -3.097 0.13
H -2.041 10.218 -1.924 0.12
H -2.845 8.307 -0.981 0.12
H -1.111 8.299 -0.417 0.11
H -1.452 5.055 -1.729 0.07
H -2.758 5.708 -0.712 0.08
H -1.099 6.062 -0.228 0.08
C -6.892 -6.182 2.770 -0.08
O -6.477 -6.631 4.077 -0.20
C -5.535 -7.713 4.075 -0.20
C -4.120 -7.232 3.737 -0.23
N -3.889 -7.105 2.321 -0.06
C -2.558 -6.568 2.015 -0.20
C -2.477 -6.178 0.560 -0.18
O -1.236 -5.639 0.113 -0.22
C -0.123 -6.443 0.226 -0.13
H -7.837 -5.706 3.012 0.08
H -7.061 -7.034 2.055 0.10
H -6.222 -5.435 2.371 0.04
H -5.870 -8.528 3.394 0.12
H -5.487 -8.094 5.106 0.12
H -3.388 -7.865 4.265 0.12
H -3.946 -6.266 4.214 0.11
H -4.054 -7.972 1.809 0.13
H -1.815 -7.323 2.228 0.12
H -2.487 -5.767 2.697 0.08
H -3.281 -5.480 0.288 0.11
H -2.642 -7.003 -0.118 0.11
H 0.208 -6.580 1.276 0.08
H 0.706 -5.903 -0.236 0.08
H -0.279 -7.388 -0.278 0.10
C 6.780 3.368 3.427 -0.08
O 5.664 3.747 2.564 -0.24
C 6.161 4.579 1.479 -0.20
C 5.033 5.312 0.847 -0.21
N 4.103 4.405 0.182 -0.05
C 3.027 5.094 -0.488 -0.22
C 2.159 4.068 -1.231 -0.20
O 2.932 3.692 -2.380 -0.19
C 2.317 2.722 -3.189 -0.10
H 6.461 2.573 4.138 0.09
H 7.193 4.234 3.951 0.08
H 7.615 3.019 2.786 0.09
H 6.694 3.974 0.795 0.12
H 6.707 5.326 2.022 0.11
H 5.402 6.039 0.137 0.13
H 4.513 5.799 1.663 0.12
H 3.702 3.832 0.925 0.08
H 3.409 5.887 -1.148 0.12
H 2.424 5.655 0.255 0.12
H 1.214 4.510 -1.486 0.10
H 2.017 3.286 -0.489 0.10
H 1.969 1.924 -2.554 0.08
H 3.020 2.486 -3.976 0.08
H 1.451 3.166 -3.696 0.08
C 2.038 -2.038 -2.345 -0.08
O 0.741 -1.831 -1.770 -0.21
C 0.145 -2.960 -1.175 -0.21
C -1.168 -2.572 -0.490 -0.17
N -0.853 -1.475 0.410 -0.05
C -1.957 -0.790 1.049 -0.19
C -1.458 0.371 1.882 -0.19
O -0.800 1.266 0.993 -0.20
C -0.272 2.421 1.608 -0.08
H 2.007 -2.804 -3.126 0.09
H 2.731 -2.334 -1.537 0.07
H 2.303 -1.087 -2.812 0.08
H 0.888 -3.384 -0.478 0.10
H -0.069 -3.723 -1.935 0.12
H -1.638 -3.426 0.030 0.10
H -1.867 -2.259 -1.287 0.10
H -0.216 -0.758 0.075 0.12
H -2.537 -1.492 1.670 0.10
H -2.664 -0.427 0.310 0.10
H -0.794 0.009 2.642 0.11
H -2.356 0.860 2.340 0.12
H -1.167 2.949 2.014 0.09
H 0.227 2.997 0.821 0.08
H 0.474 2.244 2.376 0.07
C -5.491 -1.929 -0.499 -0.12
O -4.530 -2.399 0.390 -0.21
C -4.967 -3.510 1.149 -0.19
C -4.042 -3.646 2.415 -0.21
N -4.416 -2.728 3.455 -0.04
C -3.473 -2.669 4.511 -0.23
C -3.606 -1.473 5.402 -0.27
O -3.302 -0.301 4.744 -0.21
C -3.647 0.873 5.486 -0.08
H -6.292 -1.315 -0.072 0.08
H -5.910 -2.771 -1.099 0.10
H -4.945 -1.246 -1.194 0.09
H -5.045 -4.415 0.564 0.11
H -5.923 -3.332 1.660 0.12
H -2.989 -3.529 2.081 0.11
H -4.141 -4.642 2.852 0.08
H -4.514 -1.780 3.061 0.11
H -2.387 -2.637 4.177 0.12
H -3.524 -3.574 5.125 0.13
H -2.936 -1.599 6.297 0.11
H -4.592 -1.438 5.859 0.12
H -4.723 0.830 5.720 0.09
H -3.386 1.775 4.947 0.07
H -3.174 0.854 6.466 0.08
C 0.276 -2.400 -6.495 -0.10
O -0.401 -1.144 -6.483 -0.23
C -1.239 -1.042 -7.655 -0.20
C -1.830 0.338 -7.827 -0.24
N -0.894 1.357 -8.220 -0.04
C -1.436 2.749 -8.219 -0.21
C -0.434 3.745 -8.655 -0.23
O 0.657 3.633 -7.760 -0.21
C 1.938 3.874 -8.260 -0.12
H -0.435 -3.210 -6.680 0.09
H 0.741 -2.523 -5.511 0.08
H 1.098 -2.344 -7.231 0.10
H -2.088 -1.736 -7.520 0.13
H -0.614 -1.257 -8.522 0.12
H -2.436 0.612 -6.937 0.12
H -2.628 0.246 -8.535 0.11
H -0.119 1.454 -7.587 0.10
H -1.733 2.991 -7.174 0.13
H -2.286 2.764 -8.897 0.12
H -0.884 4.754 -8.507 0.14
H -0.075 3.551 -9.661 0.12
H 2.060 4.916 -8.461 0.07
H 2.147 3.314 -9.178 0.08
H 2.665 3.462 -7.513 0.10
C 4.296 0.006 0.132 -0.10
O 5.243 -0.824 0.767 -0.18
C 5.713 -0.262 1.966 -0.23
C 4.847 -0.589 3.151 -0.21
N 4.912 -1.952 3.557 -0.06
C 5.921 -2.314 4.445 -0.25
C 5.740 -3.779 4.855 -0.22
O 5.865 -4.566 3.702 -0.19
C 5.176 -5.823 3.716 -0.08
H 4.163 -0.486 -0.834 0.07
H 4.703 1.005 0.012 0.08
H 3.374 0.240 0.653 0.07
H 5.925 0.805 1.928 0.11
H 6.622 -0.851 2.032 0.12
H 3.836 -0.186 2.959 0.10
H 5.192 0.043 3.996 0.12
H 4.756 -2.668 2.864 0.09
H 5.912 -1.713 5.357 0.12
H 6.953 -2.185 4.097 0.12
H 4.725 -3.830 5.303 0.13
H 6.518 -4.023 5.552 0.11
H 4.137 -5.720 4.046 0.07
H 5.601 -6.401 4.508 0.08
H 5.169 -6.291 2.728 0.07
```

Charge   0
Relative energy (zero: lowest compared OMol25 entry of this formula, charge and spin)   0.0 kcal/mol

=====

Density functional theory data (ωB97M-V/def2-TZVPD) for a molecular structure, C66H63CoGe2N2S6.

```
140
Properties=species:S:1:pos:R:3:lowdin_charge:R:1
Co -0.178 0.020 -2.734 -0.34
C -1.045 -6.224 2.672 -0.06
C 0.126 -5.328 2.343 -0.28
C 0.628 -4.431 3.277 -0.04
C 1.686 -3.584 2.973 -0.26
C 2.177 -2.586 3.992 -0.04
C 2.274 -3.648 1.701 -0.17
C 1.784 -4.548 0.745 -0.21
C 2.360 -4.639 -0.650 -0.03
C 0.713 -5.374 1.088 -0.02
C 3.460 -2.778 1.402 -0.22
C 4.730 -3.343 1.517 -0.04
C 5.865 -2.590 1.260 -0.08
C 5.736 -1.256 0.898 -0.04
C 4.479 -0.668 0.776 -0.21
C 3.320 -1.431 1.029 -0.20
Ge 1.547 -0.720 0.447 0.07
S 1.627 -1.048 -1.666 0.34
S -0.330 -1.691 1.304 0.31
Ge -1.118 0.392 0.895 0.05
S -1.700 0.852 -1.118 0.40
S 0.928 1.302 1.268 0.28
C -2.632 0.877 2.128 -0.17
C -2.484 1.611 3.329 -0.21
C -3.616 2.062 4.014 -0.05
C -4.891 1.788 3.554 -0.08
C -5.046 1.044 2.400 -0.04
C -3.941 0.588 1.684 -0.22
C -4.247 -0.268 0.489 -0.18
C -4.721 0.291 -0.701 -0.27
C -4.804 1.784 -0.922 -0.07
C -5.100 -0.553 -1.742 -0.02
C -5.023 -1.931 -1.631 -0.26
C -5.477 -2.834 -2.753 -0.06
C -4.550 -2.471 -0.440 -0.01
C -4.170 -1.665 0.625 -0.20
C -3.717 -2.298 1.921 -0.05
C -1.188 1.950 4.001 -0.16
C -0.555 1.022 4.834 -0.20
C -1.074 -0.385 5.009 -0.03
C 0.585 1.417 5.536 -0.02
C 1.093 2.703 5.445 -0.28
C 2.290 3.131 6.256 -0.06
C 0.453 3.607 4.604 -0.02
C -0.674 3.250 3.881 -0.23
C -1.326 4.245 2.951 -0.03
C 4.397 0.789 0.421 -0.15
C 4.187 1.720 1.440 -0.26
C 4.059 1.310 2.887 -0.05
C 4.098 3.074 1.116 -0.03
C 4.215 3.514 -0.191 -0.27
C 4.085 4.975 -0.542 -0.05
C 4.465 2.577 -1.188 -0.02
C 4.573 1.223 -0.909 -0.20
C 4.850 0.257 -2.030 -0.04
H -1.391 -6.056 3.693 0.07
H -0.774 -7.278 2.570 0.07
H -1.879 -6.029 1.993 0.08
H 0.165 -4.368 4.260 0.11
H 1.677 -2.736 4.951 0.07
H 1.966 -1.564 3.652 0.07
H 3.257 -2.664 4.136 0.08
H 3.137 -3.898 -0.821 0.07
H 1.578 -4.463 -1.391 0.07
H 2.778 -5.635 -0.827 0.08
H 0.322 -6.060 0.338 0.12
H 4.814 -4.389 1.795 0.11
H 6.848 -3.039 1.344 0.09
H 6.616 -0.653 0.704 0.12
H -3.476 2.625 4.931 0.12
H -5.759 2.137 4.103 0.09
H -6.038 0.802 2.034 0.12
H -4.530 2.345 -0.031 0.07
H -5.815 2.073 -1.227 0.08
H -4.111 2.066 -1.718 0.04
H -5.451 -0.110 -2.672 0.12
H -5.565 -2.279 -3.689 0.07
H -6.451 -3.278 -2.523 0.07
H -4.761 -3.646 -2.903 0.04
H -4.480 -3.552 -0.336 0.12
H -3.850 -3.381 1.884 0.07
H -4.279 -1.901 2.771 0.08
H -2.659 -2.102 2.108 -0.01
H -2.140 -0.453 4.788 0.08
H -0.902 -0.733 6.032 0.08
H -0.558 -1.065 4.324 0.06
H 1.083 0.691 6.177 0.11
H 2.773 2.273 6.726 0.07
H 1.990 3.827 7.046 0.07
H 3.026 3.638 5.630 0.07
H 0.851 4.614 4.503 0.11
H -0.768 5.182 2.938 0.07
H -2.356 4.454 3.246 0.08
H -1.354 3.847 1.931 0.09
H 4.269 0.251 3.033 0.07
H 3.044 1.501 3.237 0.04
H 4.751 1.887 3.507 0.08
H 3.905 3.793 1.910 0.11
H 3.894 5.577 0.349 0.07
H 3.257 5.124 -1.241 0.08
H 4.996 5.346 -1.020 0.07
H 4.554 2.906 -2.221 0.11
H 5.018 0.794 -2.965 0.08
H 3.992 -0.403 -2.171 0.01
H 5.722 -0.368 -1.814 0.07
C -3.020 4.328 -5.555 -0.12
C -1.974 4.236 -4.656 -0.08
C -1.571 3.004 -4.150 -0.04
C -2.198 1.838 -4.554 -0.21
C -3.268 1.934 -5.454 -0.04
C -3.673 3.163 -5.946 -0.11
N -1.743 0.569 -4.027 -0.05
N -2.422 -0.372 -4.407 0.09
C -2.103 -1.596 -3.831 -0.30
C -2.841 -2.718 -4.229 -0.07
C -2.618 -3.928 -3.608 -0.14
C -1.680 -3.997 -2.569 -0.08
C -0.939 -2.883 -2.204 -0.12
C -1.102 -1.659 -2.860 -0.24
H -3.327 5.291 -5.949 0.09
H -1.455 5.132 -4.338 0.10
H -0.762 2.937 -3.429 0.01
H -3.763 1.023 -5.759 0.09
H -4.502 3.211 -6.643 0.09
H -3.574 -2.607 -5.023 0.10
H -3.169 -4.811 -3.913 0.09
H -1.514 -4.937 -2.050 0.09
H -0.222 -2.974 -1.399 0.02
S 0.942 -0.524 -4.786 0.67
C 1.789 0.967 -5.170 -0.67
C 2.409 1.109 -6.420 -0.16
C 3.108 2.261 -6.767 -0.15
C 3.202 3.306 -5.855 -0.15
C 2.591 3.180 -4.611 -0.15
C 1.880 2.023 -4.251 -0.66
S 1.132 1.919 -2.679 0.61
H 2.322 0.288 -7.126 0.08
H 3.574 2.343 -7.744 0.08
H 3.735 4.216 -6.114 0.08
H 2.639 3.991 -3.888 0.08
```

E   -10588.39281 Ha
Charge   -2

=====

| no. | maximum force (eV/A) |
| --- | --- |
| 1 | 2.59 |
| 2 | 1.89 |